No. 1
Below is a structure of composition C18H31CuN3NbO4S in a non-equilibrium geometry, with properties calculated with ωB97M-V with the def2-TZVPD basis set.

Computed properties:
Relative energy (zero: lowest compared OMol25 entry of this formula, charge and spin) in kcal/mol: 0.00
Orbital gap in eV: 6.363

ORCA input file:
```
! wB97M-V def2-TZVPD RIJCOSX def2/J DEFGRID3
* xyz 2 1
N 1.284 0.173 -1.753
C 1.778 0.692 -2.741
O 2.272 1.199 -3.683
Cu 1.757 -0.289 2.162
Nb 0.066 -0.268 -0.215
N 0.939 -1.630 1.114
N -1.113 -1.396 -1.322
C 1.928 -2.689 0.718
C -1.292 -1.701 -2.764
C 2.590 -3.266 1.977
C 1.200 -3.799 -0.032
C 3.009 -2.062 -0.150
C -1.633 -0.393 -3.478
C -2.419 -2.712 -2.991
C -0.009 -2.286 -3.332
H 3.045 -2.473 2.586
H 3.384 -3.957 1.667
H 1.877 -3.824 2.594
H 0.550 -4.369 0.644
H 1.945 -4.488 -0.457
H 0.580 -3.402 -0.851
H 2.609 -1.598 -1.059
H 3.721 -2.848 -0.445
H 3.559 -1.293 0.410
H -2.537 0.056 -3.045
H -1.814 -0.603 -4.541
H -0.813 0.331 -3.400
H -3.405 -2.299 -2.752
H -2.254 -3.630 -2.415
H -2.432 -2.982 -4.056
H -0.174 -2.496 -4.400
H 0.242 -3.231 -2.835
H 0.834 -1.596 -3.255
C -0.029 -2.111 2.143
H -1.056 -1.792 1.917
H 0.000 -3.206 2.182
H 0.230 -1.715 3.142
C -2.351 -1.509 -0.504
H -2.311 -0.886 0.405
H -3.220 -1.155 -1.082
H -2.510 -2.556 -0.199
C 0.461 6.846 3.390
C 0.027 5.640 2.610
C -1.067 5.732 1.743
C -1.511 4.618 1.042
C -0.849 3.390 1.209
C 0.272 3.294 2.029
C 0.697 4.418 2.728
S -1.518 1.980 0.400
O -2.934 2.060 0.219
O -0.687 1.714 -0.844
O -1.046 0.805 1.281
H 0.815 7.640 2.722
H -0.370 7.263 3.970
H 1.269 6.593 4.081
H -1.578 6.687 1.620
H -2.368 4.685 0.374
H 0.799 2.344 2.133
H 1.563 4.346 3.387
*
```


No. 2
Below is a cluster of 11 separate species, C24H72N2O11 in total in a non-equilibrium geometry, with properties calculated with ωB97M-V with the def2-TZVPD basis set.

Computed properties:
SMILES: COC[C@H](C)N.COC[C@H](C)N.CCO.CCO.CCO.CCO.CCO.CCO.CCO.CO.CO
Relative energy (zero: lowest compared OMol25 entry of this formula, charge and spin) in kcal/mol: 41.08
Orbital gap in eV: 9.031

ORCA input file:
```
! wB97M-V def2-TZVPD RIJCOSX def2/J DEFGRID3
* xyz 0 1
C -1.290 -5.150 1.443
O -1.526 -4.539 0.120
H -2.096 -4.651 1.982
H -1.495 -6.219 1.384
H -0.376 -4.913 1.987
H -0.682 -4.585 -0.336
C -3.990 2.192 2.143
O -5.231 1.573 1.906
H -3.731 2.978 1.435
H -3.856 2.758 3.065
H -3.233 1.408 2.108
H -5.075 0.882 1.258
C 2.472 -3.470 2.367
C 3.674 -2.561 2.018
O 3.465 -1.710 0.919
H 1.796 -2.821 2.923
H 2.762 -4.344 2.951
H 1.971 -3.804 1.458
H 4.520 -3.115 1.611
H 4.125 -2.019 2.849
H 4.162 -1.051 0.887
C -4.425 -5.398 -0.492
C -4.752 -3.899 -0.568
O -3.784 -3.076 0.037
H -5.258 -6.023 -0.813
H -4.029 -5.684 0.482
H -3.658 -5.723 -1.196
H -5.723 -3.569 -0.200
H -4.851 -3.662 -1.627
H -2.933 -3.487 -0.132
C -0.426 0.209 0.696
C -0.592 -0.516 -0.595
O 0.620 -0.413 -1.393
H 0.409 -0.075 1.336
H -1.317 0.155 1.321
H -0.237 1.261 0.481
H -1.421 -0.085 -1.157
H -0.736 -1.592 -0.496
H 1.337 -0.616 -0.789
C -4.285 1.166 -1.699
C -4.496 -0.320 -1.280
O -4.302 -0.437 0.083
H -3.346 1.633 -1.401
H -5.048 1.760 -1.196
H -4.537 1.325 -2.748
H -3.662 -0.891 -1.690
H -5.474 -0.689 -1.588
H -4.217 -1.390 0.167
C 3.235 4.892 1.142
C 2.744 3.699 0.355
O 1.623 3.090 1.047
H 2.380 5.348 1.642
H 3.862 5.623 0.633
H 3.879 4.523 1.940
H 3.509 2.942 0.186
H 2.399 3.931 -0.652
H 2.062 2.601 1.747
C -1.548 6.118 -0.669
C -0.724 5.403 0.439
O -1.233 4.265 1.088
H -1.058 6.985 -1.112
H -2.367 6.578 -0.115
H -2.052 5.447 -1.364
H -0.392 6.063 1.240
H 0.180 4.982 -0.002
H -0.499 3.680 1.291
C 0.639 3.875 -3.128
C 1.197 2.530 -2.804
O 0.463 1.477 -3.359
H -0.262 3.990 -2.526
H 0.298 3.985 -4.158
H 1.179 4.780 -2.849
H 1.188 2.540 -1.715
H 2.194 2.446 -3.237
H 0.399 0.824 -2.658
C 3.252 2.746 3.996
C 3.010 1.229 3.920
C 1.792 0.758 4.803
O 2.120 -0.536 5.170
C 0.967 -1.238 5.659
N 2.833 0.979 2.520
H 4.124 2.968 3.381
H 3.618 2.962 5.000
H 2.406 3.265 3.546
H 3.955 0.778 4.224
H 0.901 0.802 4.177
H 1.592 1.290 5.733
H 1.153 -2.309 5.745
H 0.082 -1.095 5.038
H 0.698 -0.818 6.628
H 3.609 1.240 1.928
H 2.766 -0.029 2.496
C 0.505 -2.475 -6.250
C 0.124 -2.736 -4.772
C 1.379 -2.860 -3.855
O 2.454 -2.024 -4.298
C 3.720 -2.381 -3.734
N -0.720 -1.641 -4.276
H 1.086 -1.583 -6.484
H -0.333 -2.498 -6.947
H 1.085 -3.347 -6.552
H -0.467 -3.625 -4.555
H 1.771 -3.853 -4.075
H 1.025 -2.742 -2.831
H 4.428 -1.572 -3.556
H 4.120 -3.253 -4.253
H 3.584 -2.751 -2.718
H -1.092 -2.042 -3.427
H -0.069 -1.030 -3.803
*
```


No. 3
Below is a structure of composition C35H49CeCl2N3OP4 in a non-equilibrium geometry, with properties calculated with ωB97M-V with the def2-TZVPD basis set.

Computed properties:
Relative energy (zero: lowest compared OMol25 entry of this formula, charge and spin) in kcal/mol: 275.41
Orbital gap in eV: 5.448

ORCA input file:
```
! wB97M-V def2-TZVPD RIJCOSX def2/J DEFGRID3
* xyz 2 1
P 1.224 1.662 -6.036
C 2.908 1.874 -6.747
C 3.353 1.236 -7.903
H 2.692 0.566 -8.435
C 4.639 1.456 -8.376
H 4.972 0.952 -9.274
C 5.493 2.322 -7.708
H 6.494 2.493 -8.081
C 5.057 2.963 -6.556
H 5.719 3.635 -6.025
C 3.779 2.732 -6.074
H 3.449 3.223 -5.166
C 0.574 0.263 -7.038
C 0.890 -1.028 -6.609
H 1.482 -1.162 -5.712
C 0.455 -2.135 -7.320
H 0.712 -3.129 -6.978
C -0.320 -1.970 -8.461
H -0.668 -2.834 -9.011
C -0.650 -0.691 -8.887
H -1.255 -0.555 -9.774
C -0.203 0.419 -8.184
H -0.458 1.411 -8.528
C 0.330 3.090 -6.774
C 0.846 3.894 -7.788
H 1.831 3.691 -8.184
C 0.103 4.951 -8.294
H 0.517 5.569 -9.080
C -1.167 5.214 -7.800
H -1.745 6.038 -8.196
C -1.690 4.418 -6.789
H -2.677 4.620 -6.394
C -0.943 3.371 -6.273
H -1.349 2.761 -5.475
Ce 0.000 0.000 0.000
C -1.775 -0.914 -0.436
C -2.269 -1.004 -1.698
H -2.333 -1.346 0.390
C -1.406 -0.397 -2.770
O -2.150 0.577 -3.508
H -1.594 0.911 -4.224
C -0.265 0.166 -2.013
H -1.025 -1.166 -3.457
C 0.794 0.814 -1.722
Cl -0.548 -0.636 2.272
Cl 2.130 0.962 0.924
P 1.292 -2.052 -0.086
C 2.163 -2.468 1.451
H 1.440 -2.639 2.241
H 2.786 -1.626 1.735
H 2.772 -3.358 1.304
C 0.321 -3.548 -0.481
H -0.181 -3.420 -1.436
H -0.432 -3.686 0.290
H 0.953 -4.432 -0.523
C 2.599 -1.979 -1.356
H 3.241 -1.132 -1.130
H 2.160 -1.834 -2.339
H 3.191 -2.891 -1.358
P -3.836 -1.694 -2.113
C -4.505 -2.624 -0.717
C -3.690 -2.811 -3.530
H -4.671 -1.965 0.130
H -3.813 -3.409 -0.425
H -5.455 -3.070 -1.002
H -3.315 -2.259 -4.387
H -4.661 -3.228 -3.781
H -3.004 -3.620 -3.296
C -5.057 -0.435 -2.565
H -5.224 0.223 -1.717
H -5.999 -0.898 -2.851
H -4.667 0.150 -3.392
H 1.642 1.422 -1.970
C 1.704 0.800 5.797
N 1.670 2.160 5.184
C 0.232 2.567 5.186
N -0.589 1.682 4.353
C -0.459 0.312 4.918
N 0.964 -0.095 4.954
C 1.682 -0.063 3.682
P 1.508 1.458 2.433
C 2.390 2.310 3.848
C -0.261 1.912 2.924
H 1.249 0.761 6.820
H 2.738 0.410 5.930
H 0.114 3.612 4.875
H -0.181 2.504 6.225
H -1.168 -0.454 4.531
H -0.869 0.289 5.952
H 2.760 -0.314 3.820
H 1.498 -1.020 3.293
H 2.464 3.354 3.593
H 3.409 1.862 3.936
H -1.099 1.657 2.218
H -0.307 2.994 2.724
*
```


No. 4
Below is a cluster of 2 separate species, C23H40BF4IN4O2S4 in total in a non-equilibrium geometry, with properties calculated with ωB97M-V with the def2-TZVPD basis set.

Computed properties:
Orbital gap in eV: 3.964

ORCA input file:
```
! wB97M-V def2-TZVPD RIJCOSX def2/J DEFGRID3
* xyz 0 1
C 1.471 -2.899 -0.301
C 2.191 -1.636 0.189
C 1.895 -0.383 -0.650
C 1.810 -0.542 -2.205
C 2.884 -1.433 -2.852
C 2.343 -2.474 -3.834
F 2.285 -1.980 -5.091
F 3.203 -3.511 -3.846
F 1.136 -2.970 -3.547
C 0.382 -0.042 -0.297
C 0.330 0.939 0.884
C -0.771 1.972 0.494
C -2.160 1.303 0.383
C -3.160 1.766 1.461
S -4.521 0.556 1.622
C -5.596 0.843 0.248
S -5.134 1.456 -1.200
N -6.918 0.452 0.517
C -7.869 0.845 -0.516
C -9.278 0.502 0.037
O -9.299 -0.688 0.796
C -8.326 -1.606 0.364
C -6.926 -1.032 0.693
N -0.137 0.501 2.208
C -0.491 -0.669 2.331
S -1.240 -2.017 2.478
N 1.739 1.519 0.992
F 1.573 2.890 0.631
C 2.352 1.657 2.335
C 2.882 0.351 2.961
C 4.206 0.622 3.750
S 5.458 -0.675 3.368
C 2.522 0.970 -0.163
B 4.103 1.057 -0.226
O 4.931 1.383 0.830
N 4.680 0.716 -1.528
C 5.880 -0.127 -1.348
C 4.992 1.935 -2.298
H 1.287 -3.585 0.526
H 0.495 -2.700 -0.747
H 2.053 -3.413 -1.062
H 3.263 -1.869 0.255
H 1.824 -1.440 1.205
H 0.816 -0.913 -2.455
H 1.882 0.476 -2.601
H 3.546 -1.908 -2.130
H 3.540 -0.799 -3.455
H 0.099 0.573 -1.161
H -0.345 -0.847 -0.349
H -0.552 2.486 -0.441
H -0.821 2.713 1.300
H -2.145 0.213 0.393
H -2.580 1.582 -0.583
H -3.604 2.741 1.263
H -2.665 1.718 2.435
H -7.882 1.916 -0.699
H -7.754 0.273 -1.444
H -10.026 0.511 -0.766
H -9.541 1.309 0.728
H -8.453 -2.528 0.929
H -8.393 -1.792 -0.714
H -6.161 -1.496 0.057
H -6.719 -1.304 1.731
H 3.173 2.363 2.220
H 1.670 2.133 3.039
H 2.174 0.005 3.713
H 3.124 -0.417 2.234
H 4.683 1.554 3.453
H 4.057 0.571 4.825
H 4.703 -1.736 3.017
H 2.231 1.643 -0.982
H 5.528 2.096 0.569
H 5.841 -0.679 -0.408
H 5.945 -0.843 -2.174
H 6.806 0.461 -1.387
H 5.067 1.673 -3.356
H 4.155 2.635 -2.183
H 5.896 2.442 -1.934
I 0.364 -5.365 -2.528
*
```